(1)
Computed, not measured: C4H9NO as an isolated structure, with ωB97M-V with the def2-TZVPD basis set.

Results
**Electronic energy**: -287.72859 hartree
**Charge**: 0
**HOMO level**: -0.33416 hartree
**E_LUMO**: 1.073 eV
**ΔE to the lowest compared entry with this formula, charge and spin**: 2.826 eV

Positions of all 15 atoms, in Å:
C 1.472 1.256 -0.146
N 0.526 0.232 0.207
C -0.894 0.520 0.311
C -1.128 -1.009 0.160
O -1.111 -1.851 1.278
C 0.146 -0.827 -0.713
H 1.522 1.977 0.678
H 2.462 0.800 -0.263
H 1.210 1.791 -1.076
H -1.241 0.860 -0.740
H -1.195 1.130 1.178
H -2.017 -1.271 -0.405
H -0.386 -1.604 1.866
H 0.902 -1.613 -0.875
H -0.339 -0.304 -1.627


(2)
Computed, not measured: a 2-piece molecular cluster, C4H9NO overall, with ωB97M-V with the def2-TZVPD basis set.

Results
**Electronic energy**: -287.65205 hartree
**Charge**: 0
**HOMO level (spin up / spin down)**: -0.33091 / -0.30781 hartree
**E_LUMO (spin up / spin down)**: -0.584 / -0.532 eV
**ΔE to the lowest compared entry with this formula, charge and spin**: 4.909 eV

Positions of all 15 atoms, in Å:
C -0.398 -1.021 1.466
C 1.462 0.187 0.220
N -0.614 1.497 -1.221
C 0.005 0.007 0.466
C -0.947 0.832 -0.116
O -0.341 -0.240 -2.098
H 0.211 -0.539 -2.843
H -1.446 1.845 -1.697
H -1.993 0.638 0.119
H 1.933 -0.765 -0.030
H 0.107 -0.839 2.420
H -0.081 -2.009 1.124
H -1.476 -1.044 1.624
H 1.648 0.901 -0.575
H 1.930 0.550 1.142


(3)
Computed, not measured: C4H9NO as an isolated structure, with ωB97M-V with the def2-TZVPD basis set.

Results
**Electronic energy**: -287.62036 hartree
**Charge**: 0
**HOMO level**: -0.37081 hartree
**E_LUMO**: 0.247 eV
**ΔE to the lowest compared entry with this formula, charge and spin**: 5.771 eV

Positions of all 15 atoms, in Å:
C 2.021 -0.011 -0.975
C 3.252 0.745 -0.583
C -3.345 -0.006 1.599
C -4.632 -0.053 1.768
H 1.623 -1.878 -2.079
H 3.202 -1.499 -2.013
H 3.097 2.043 -0.651
H 4.126 0.423 -1.220
H 3.592 0.517 0.526
H -2.985 1.008 1.102
H -2.560 -0.765 1.909
H -5.261 0.727 1.178
H -5.231 -0.775 2.191
N 2.110 -0.695 -2.289
O 0.990 0.219 -0.465


(4)
Computed, not measured: a 2-piece molecular cluster, C4H9NO overall, with ωB97M-V with the def2-TZVPD basis set.

Results
**Electronic energy**: -287.62524 hartree
**Charge**: 0
**HOMO level (spin up / spin down)**: -0.31307 / -0.31729 hartree
**E_LUMO (spin up / spin down)**: 0.124 / -0.930 eV
**ΔE to the lowest compared entry with this formula, charge and spin**: 5.639 eV

Positions of all 15 atoms, in Å:
C -1.320 -0.448 0.481
N -0.259 0.385 -0.015
C -0.765 1.659 -0.456
C 1.700 -0.913 -0.725
C 1.635 -0.977 0.663
O 1.416 0.064 1.342
H -2.028 -0.699 -0.326
H -1.897 0.061 1.268
H -0.903 -1.380 0.877
H -1.285 2.176 0.366
H 0.060 2.286 -0.807
H -1.500 1.536 -1.268
H 1.873 0.036 -1.215
H 1.717 -1.817 -1.327
H 1.555 -1.967 1.143


(5)
Computed, not measured: a 2-piece molecular cluster, C4H9NO overall, with ωB97M-V with the def2-TZVPD basis set.

Results
**Electronic energy**: -287.72391 hartree
**Charge**: 0
**HOMO level**: -0.32797 hartree
**Structure (SMILES)**: C=CO.C=NC
**E_LUMO**: 0.917 eV
**ΔE to the lowest compared entry with this formula, charge and spin**: 2.954 eV

Positions of all 15 atoms, in Å:
C -1.927 0.873 -2.155
C -2.083 2.173 -1.938
O -2.217 3.043 -2.985
H -1.938 0.232 -1.286
H -1.744 0.480 -3.147
H -1.951 2.639 -0.971
H -2.337 3.938 -2.647
C 1.647 -1.779 3.160
N 1.103 -1.276 2.154
C 1.802 -1.500 0.875
H 1.236 -1.744 4.164
H 2.593 -2.343 3.105
H 2.179 -2.524 0.844
H 2.591 -0.772 0.731
H 1.047 -1.442 0.096


(6)
Computed, not measured: C4H9NO as an isolated structure, with ωB97M-V with the def2-TZVPD basis set.

Results
**Electronic energy**: -287.61973 hartree
**Charge**: 0
**HOMO level**: -0.25975 hartree
**E_LUMO**: 0.681 eV
**ΔE to the lowest compared entry with this formula, charge and spin**: 5.788 eV

Positions of all 15 atoms, in Å:
C -1.413 0.512 0.422
C -0.880 -0.185 -0.786
N 0.371 0.426 -1.292
C 0.432 -0.847 -0.555
C 0.959 -0.691 0.844
O 1.211 1.081 1.146
H -2.053 -0.148 1.029
H 0.082 1.177 1.231
H -1.917 1.450 0.182
H -1.501 -0.641 -1.572
H 0.491 0.246 -2.286
H 0.778 -1.705 -1.139
H 1.975 -1.029 1.016
H 0.252 -1.000 1.624
H 1.233 1.334 0.185


(7)
Computed, not measured: the molecule C4H9NO, with ωB97M-V with the def2-TZVPD basis set.

Results
**Electronic energy**: -287.80821 hartree
**Charge**: 0
**HOMO level**: -0.34332 hartree
**Structure (SMILES)**: CCN(C)C=O
**E_LUMO**: 0.896 eV
**ΔE to the lowest compared entry with this formula, charge and spin**: 0.660 eV

Positions of all 15 atoms, in Å:
C -0.669 -0.277 1.689
C -0.340 -0.910 0.340
N 0.341 0.028 -0.544
C -0.400 0.693 -1.591
C 1.640 0.323 -0.288
O 2.301 -0.176 0.605
H -1.116 -1.011 2.366
H -1.365 0.563 1.576
H 0.255 0.091 2.143
H -1.244 -1.253 -0.175
H 0.314 -1.776 0.484
H -1.266 1.234 -1.190
H -0.753 -0.024 -2.341
H 0.250 1.417 -2.089
H 2.051 1.078 -0.986


(8)
Computed, not measured: C4H9NO as an isolated structure, with ωB97M-V with the def2-TZVPD basis set.

Results
**Electronic energy**: -287.63262 hartree
**Charge**: 0
**HOMO level**: -0.31333 hartree
**E_LUMO**: 0.682 eV
**ΔE to the lowest compared entry with this formula, charge and spin**: 5.438 eV

Positions of all 15 atoms, in Å:
C -0.496 0.042 2.263
C -1.534 0.162 0.249
N -0.524 0.083 -0.604
C 0.685 -0.016 -0.203
O 1.732 -0.127 -0.995
C 1.480 -0.157 -2.404
H 0.372 0.112 2.940
H -1.144 0.880 2.536
H -0.990 -0.905 2.502
H -2.035 1.122 0.370
H -2.151 -0.722 0.406
H 0.330 0.023 1.207
H 2.449 -0.270 -2.891
H 1.000 0.772 -2.723
H 0.827 -0.999 -2.654


(9)
Computed, not measured: the molecule C4H9NO, with ωB97M-V with the def2-TZVPD basis set.

Results
**Electronic energy**: -287.81964 hartree
**Charge**: 0
**HOMO level**: -0.35405 hartree
**Structure (SMILES)**: CCNC(C)=O
**E_LUMO**: 0.943 eV
**ΔE to the lowest compared entry with this formula, charge and spin**: 0.349 eV

Positions of all 15 atoms, in Å:
C -0.277 0.487 2.174
C 0.818 0.211 1.148
N 0.336 -0.574 0.022
C 0.254 0.015 -1.205
C -0.497 -0.651 -2.341
O 0.717 1.126 -1.413
H 0.123 1.072 3.009
H -0.685 -0.446 2.580
H -1.100 1.053 1.724
H 1.176 1.145 0.709
H 1.676 -0.289 1.612
H -0.031 -1.499 0.188
H -1.282 -1.370 -2.082
H 0.180 -1.105 -3.074
H -0.933 0.224 -2.814


(10)
Computed, not measured: the molecule C4H9NO, with ωB97M-V with the def2-TZVPD basis set.

Results
**Electronic energy**: -287.82798 hartree
**Charge**: 0
**HOMO level**: -0.35734 hartree
**Structure (SMILES)**: CCCC(N)=O
**E_LUMO**: 0.884 eV
**ΔE to the lowest compared entry with this formula, charge and spin**: 0.122 eV

Positions of all 15 atoms, in Å:
C 2.015 -0.285 -0.518
C 0.642 0.375 -0.531
C -0.085 0.251 0.818
C -1.571 0.474 0.607
N -2.229 -0.630 0.134
O -2.130 1.540 0.784
H 2.523 -0.170 -1.481
H 1.921 -1.358 -0.318
H 2.657 0.143 0.259
H 0.721 1.436 -0.795
H 0.030 -0.088 -1.318
H 0.088 -0.745 1.249
H 0.276 0.996 1.532
H -3.140 -0.491 -0.274
H -1.718 -1.450 -0.148


(11)
Computed, not measured: a 2-piece molecular cluster, C4H9NO overall, with ωB97M-V with the def2-TZVPD basis set.

Results
**Electronic energy**: -287.69906 hartree
**Charge**: 0
**HOMO level**: -0.26890 hartree
**E_LUMO**: 0.797 eV
**ΔE to the lowest compared entry with this formula, charge and spin**: 3.630 eV

Positions of all 15 atoms, in Å:
C 0.219 -1.091 -2.086
C -0.010 0.142 -1.230
C -0.961 0.133 -0.231
C 0.181 0.415 1.561
O 1.365 0.544 1.077
N 0.035 0.748 2.837
H 1.175 -1.077 -2.624
H -0.569 -1.199 -2.848
H 0.203 -2.008 -1.482
H 1.197 0.322 0.059
H 0.251 1.108 -1.666
H -1.506 1.020 0.071
H -1.459 -0.802 0.026
H 0.793 1.070 3.431
H -0.887 0.694 3.242


(12)
Computed, not measured: a 2-piece molecular cluster, C4H9NO overall, with ωB97M-V with the def2-TZVPD basis set.

Results
**Electronic energy**: -287.56443 hartree
**Charge**: 0
**HOMO level**: -0.34809 hartree
**E_LUMO**: -2.513 eV
**ΔE to the lowest compared entry with this formula, charge and spin**: 7.293 eV

Positions of all 15 atoms, in Å:
O 1.672 0.733 -0.015
C 0.344 0.499 0.226
C -0.666 0.389 -0.999
C -0.111 -0.886 -0.224
C -1.266 -1.551 0.732
N -2.068 0.620 -0.841
H -0.122 1.083 1.046
H -0.174 0.712 -1.931
H 3.956 1.388 0.493
H 0.714 -1.451 -0.682
H -0.824 -2.051 1.646
H -1.806 -2.284 0.145
H -1.925 -0.678 0.893
H 4.549 1.828 0.371
H -2.273 1.651 -0.861